Density functional theory data (ωB97M-V/def2-TZVPD) for 11 unconnected molecules or ions with the total composition C4H33N2O10 in a non-equilibrium geometry.

Element x y z (Å)
H 1.72123 2.43156 -2.04100
O 1.22736 -4.61888 -0.98515
H -1.79120 -0.96613 -2.32792
H 2.22589 2.57020 1.09343
H -1.29435 -4.85886 -0.32640
H -0.43139 0.21099 -4.52544
H -2.96442 0.82401 3.37001
O -1.36194 -3.96542 -0.23004
H 1.09633 -3.28558 2.43201
O 1.46118 0.06202 3.40673
H -0.23032 -2.39270 2.85319
H -0.23761 4.08071 -2.19426
O -0.78984 0.56948 -3.69673
H -3.65874 1.56740 2.25644
H -1.17406 4.81015 -0.87193
N 2.34477 1.53531 1.08945
H 1.45041 -2.82167 -3.43326
H 0.43976 1.31825 -1.64890
H -1.98859 -0.58400 -0.11489
H -1.94725 -2.00504 1.73275
C -0.73454 3.87155 -1.20844
H -1.85596 0.23853 1.12985
O -2.00092 -2.89179 2.21955
C 1.16021 2.03952 -1.13818
H 3.34050 1.27901 1.50567
O -2.78956 1.39796 2.64943
H -1.63090 3.19643 -1.49353
O 1.10521 -2.52744 -2.54519
H 0.26961 -2.22837 -2.70331
H -0.09062 2.60093 0.47326
H -1.69399 -3.48582 0.53744
H 2.10680 4.34655 -0.40647
H 3.14770 0.92638 -0.95254
H 0.00280 0.63579 -2.99471
C 0.33333 3.14267 -0.36912
N 1.31198 4.09426 0.16276
H 1.16323 -0.84340 3.23348
H 1.16362 -4.08697 -0.32935
O -1.89139 -0.64724 0.85414
H 1.44257 0.04566 -0.27231
H 1.79315 1.14141 1.81327
H 0.65010 -4.15265 -1.68266
H 0.88015 5.01407 0.50272
C 2.14992 1.03081 -0.29758
H 1.36361 0.29577 4.30554
O -1.21910 -1.16775 -1.66359
H -1.39717 -2.12153 -1.53628
O 0.69015 -2.42969 2.49613
H -2.86773 -3.19646 1.87193

As for the maximum force: 0.18941 hartree/bohr. As for the charge: +1. Its HOMO-LUMO gap is 9.9 eV. The energy relative to the best compared isomer or geometry (same formula, charge and spin) comes out at 407.4 kJ/mol.